(1)
A structure of composition C30H19F3O16V4 in a non-equilibrium geometry, computed with wB97M-V/def2-TZVPD.

Structure (XYZ):
```
72
Properties=species:S:1:pos:R:3:forces:R:3
O 1.018 2.875 1.997 -1.239 0.601 1.511
V 1.954 2.032 1.121 4.320 -1.278 -2.483
O 2.618 0.767 1.921 -1.677 1.914 -0.979
O -0.580 -4.356 3.332 -0.534 -0.241 1.162
V -1.817 -3.670 3.991 1.239 2.812 -2.049
O -1.758 -3.624 5.556 0.325 -0.394 -0.796
O -0.774 2.386 -2.339 0.471 -0.577 -0.539
V 0.443 1.385 -2.446 2.374 1.441 -0.051
O 1.068 1.356 -3.909 -1.157 -0.214 0.940
O -5.406 -3.881 -0.245 0.596 -0.331 2.667
V -4.791 -4.089 1.205 1.827 -0.286 -4.136
O -4.729 -5.657 1.417 -0.015 2.015 0.222
C 5.611 3.003 -0.536 -3.045 0.242 1.080
C 4.223 2.996 -0.456 1.059 -1.100 -1.333
C 3.362 2.570 -1.686 3.742 0.202 -2.291
O 2.092 2.507 -1.587 -2.977 -0.892 1.755
C 4.039 2.341 -2.887 -2.658 0.060 2.348
C 5.432 2.469 -3.004 0.704 0.538 -2.170
C 6.248 2.699 -1.737 3.119 -0.704 -0.701
O 7.480 2.539 -1.741 -1.217 0.108 -0.602
O 5.915 2.474 -4.143 0.507 -0.103 1.364
O 3.592 3.196 0.644 -2.645 -0.836 1.513
H 6.203 3.048 0.366 -0.016 0.287 0.011
H 3.434 2.152 -3.762 0.176 -0.100 -0.147
C -0.506 -0.268 1.467 0.099 -0.036 -1.801
C -1.293 -1.377 1.721 0.699 0.197 1.338
C -1.826 -2.255 0.632 -1.313 -0.518 -2.150
O -2.713 -3.210 0.788 -2.029 -1.203 2.957
C -1.504 -2.037 -0.668 1.822 0.742 -0.803
C -0.615 -0.978 -1.038 -0.183 1.338 1.405
C -0.099 -0.012 0.135 -1.213 -1.218 0.552
O 0.614 0.945 -0.228 0.422 -0.101 0.003
O -0.331 -0.655 -2.195 0.345 0.619 0.403
O -1.533 -1.646 2.950 -1.319 -2.402 1.198
H -0.190 0.402 2.253 0.061 -0.197 0.177
H -1.762 -2.643 -1.526 -0.598 -0.319 0.380
F -3.148 0.894 -2.117 -0.320 -0.119 0.204
C -3.526 0.341 -3.292 0.856 1.019 -0.326
C -3.731 -1.005 -3.347 0.145 -0.684 0.369
C -4.031 -1.602 -4.558 -0.547 -0.179 0.176
C -4.152 -0.816 -5.687 -0.592 -0.107 -0.356
C -3.905 0.536 -5.614 -0.270 0.844 0.133
C -3.572 1.152 -4.417 -0.170 -0.306 0.184
H -3.647 -1.585 -2.438 -0.066 -0.004 0.000
H -4.293 -2.652 -4.547 0.136 -0.040 -0.260
H -4.615 -1.163 -6.601 0.418 -0.457 -0.032
H -4.093 1.161 -6.477 0.219 -0.051 -0.085
H -3.417 2.218 -4.347 0.124 -0.019 0.085
F 2.402 -6.458 1.372 -0.250 -0.296 -0.051
C 2.539 -5.409 0.546 0.314 0.672 -0.244
C 1.426 -4.780 -0.002 1.006 0.335 -0.020
C 1.702 -3.664 -0.804 -0.358 -0.251 -0.180
C 2.979 -3.171 -1.005 -0.177 0.274 0.165
C 4.063 -3.789 -0.395 -0.445 0.038 -0.440
C 3.841 -4.951 0.309 -0.068 -0.334 0.304
H 0.409 -5.097 0.176 0.051 -0.211 0.057
H 0.885 -3.193 -1.336 -0.057 0.021 0.076
H 3.102 -2.293 -1.625 0.130 0.015 0.012
H 5.059 -3.382 -0.499 0.047 -0.120 -0.081
H 4.700 -5.507 0.659 -0.202 -0.094 0.383
F -3.937 5.682 5.410 -0.287 -0.027 -0.269
C -2.848 4.923 5.242 1.031 -0.655 0.307
C -2.898 3.665 4.664 -0.005 -0.773 -0.700
C -1.746 2.863 4.558 0.268 1.627 -0.435
C -0.539 3.393 4.979 1.177 0.607 0.132
C -0.454 4.680 5.517 -1.303 -0.652 0.086
C -1.624 5.410 5.672 0.588 0.669 0.086
H -3.741 3.293 4.096 -0.481 0.294 0.470
H -1.729 2.027 3.873 -0.265 -0.363 0.381
H 0.432 2.956 4.781 -0.279 -0.645 -0.057
H 0.475 5.126 5.839 0.132 -0.142 -0.147
H -1.489 6.415 6.051 -0.572 0.049 0.119
```
Forces are in eV/Å.

Computed properties:
energy above the lowest of the compared OMol25 structures with the same formula, charge and spin = 0.00 kcal/mol
E_tot = -175075.088 eV
E_LUMO = -5.605 eV

(2)
A cluster of 7 separate species, C20H37F3N3O29S7 in total in a non-equilibrium geometry, computed with wB97M-V/def2-TZVPD.

Structure (XYZ):
```
99
Properties=species:S:1:pos:R:3:forces:R:3
F 1.756 -7.587 -3.138 2.522 3.095 2.520
C 2.424 -6.487 -2.395 -1.172 0.331 0.266
F 3.780 -6.824 -1.975 -4.760 0.681 -1.238
F 1.529 -6.228 -1.234 2.913 -1.261 -2.752
C 2.365 -5.098 -3.296 0.449 -1.761 -0.474
O 0.945 -4.795 -3.457 2.227 1.538 0.820
C 0.651 -3.374 -3.271 -1.521 0.606 -0.170
C -0.847 -3.316 -2.558 0.986 -0.212 -0.044
N -1.549 -4.594 -3.029 -1.642 -4.146 1.986
C -1.788 -5.820 -2.180 -0.810 1.460 -4.904
N -2.466 -6.757 -3.118 1.693 4.373 -0.786
C -2.576 -6.072 -4.434 2.323 3.604 2.370
N -1.988 -4.709 -4.350 -1.647 -5.748 2.685
H 2.820 -5.395 -4.334 -0.769 0.656 1.938
H 2.998 -4.258 -2.807 -1.232 -1.565 -0.623
H 0.535 -2.863 -4.306 0.420 -0.863 1.736
H 1.408 -2.795 -2.610 -1.229 -1.173 -1.115
H -0.734 -3.340 -1.385 -0.481 -0.140 -2.477
H -1.486 -2.417 -2.918 1.177 -1.634 0.750
H -1.483 -5.986 -1.054 -0.731 0.367 -2.745
H -2.788 -7.736 -2.916 0.552 1.508 -0.177
H -3.003 -6.417 -5.460 0.774 0.289 2.470
C -5.481 -0.115 -0.877 -0.866 -0.059 0.213
C -5.621 -1.536 -1.410 0.194 -0.084 0.752
O -5.259 -1.454 -2.788 0.540 0.853 -0.390
S -4.133 -0.293 -2.971 -0.729 0.555 0.198
O -2.837 -0.923 -2.992 -0.932 0.696 -0.219
O -4.577 0.615 -3.993 0.868 -1.224 0.884
O -4.326 0.421 -1.523 0.550 -0.827 -0.992
H -6.343 0.498 -1.157 0.054 -0.084 0.033
H -5.356 -0.092 0.208 0.259 0.071 -0.233
H -6.635 -1.924 -1.300 0.133 0.104 -0.288
H -4.916 -2.213 -0.916 -0.079 0.067 0.073
C 0.057 1.066 1.614 0.756 -0.340 -0.106
C -0.071 1.203 0.103 0.681 0.807 0.181
O -1.358 0.670 -0.212 -1.047 -0.430 0.957
S -2.369 0.962 1.030 0.845 0.609 -0.227
O -3.130 2.146 0.723 0.381 -1.515 0.537
O -2.979 -0.281 1.422 0.070 1.011 -0.480
O -1.241 1.357 2.134 -1.289 -0.072 -0.849
H 0.315 0.040 1.897 0.061 0.056 -0.015
H 0.796 1.753 2.029 -0.523 -0.105 -0.010
H 0.711 0.661 -0.432 -0.318 -0.053 0.070
H -0.058 2.254 -0.200 0.099 -0.100 0.076
C 5.091 0.592 3.009 0.018 0.689 0.809
C 4.573 1.924 3.543 -0.294 -0.523 0.639
O 4.424 2.754 2.392 0.131 -0.257 -1.105
S 4.022 1.824 1.117 0.585 0.161 1.232
O 2.590 1.877 0.955 1.310 -0.039 -0.574
O 4.941 2.100 0.047 -1.358 0.023 0.908
O 4.404 0.382 1.773 -6.030 8.474 9.843
H 6.164 0.643 2.798 -0.069 0.047 0.053
H 4.896 -0.232 3.699 -0.117 0.072 -0.273
H 5.258 2.380 4.260 -0.045 0.175 -0.324
H 3.587 1.807 4.004 0.140 -0.094 0.047
C -4.403 4.701 1.977 0.344 -0.474 -0.564
C -4.114 5.793 0.953 0.599 0.121 0.482
O -5.391 6.174 0.445 -0.852 -0.491 0.498
S -6.502 6.007 1.624 -0.007 0.203 0.125
O -6.709 7.295 2.232 -0.094 -1.439 -0.587
O -7.579 5.197 1.122 0.911 1.002 0.443
O -5.602 5.106 2.637 -0.498 0.903 -0.461
H -4.592 3.741 1.487 0.105 0.180 0.065
H -3.591 4.586 2.698 -0.263 0.107 0.019
H -3.465 5.447 0.147 -0.281 0.027 0.026
H -3.665 6.671 1.430 0.051 -0.105 -0.027
C -0.898 5.523 -3.083 -0.683 0.204 -0.262
C -0.881 6.968 -2.600 0.410 0.110 -0.666
O -0.850 6.884 -1.176 0.041 -1.111 0.429
S -0.028 5.547 -0.742 0.429 0.379 -0.068
O 1.325 5.931 -0.437 -1.515 -0.746 -0.079
O -0.849 4.780 0.160 0.881 0.747 -0.642
O -0.032 4.815 -2.196 0.256 0.531 0.842
H -1.900 5.090 -2.999 0.048 0.064 -0.053
H -0.547 5.428 -4.113 0.141 -0.089 0.268
H -1.756 7.529 -2.934 0.052 -0.100 0.309
H 0.027 7.483 -2.928 -0.102 -0.044 -0.045
C 7.895 -1.332 -1.240 0.373 -0.508 -0.174
C 6.767 -2.318 -1.523 -0.039 0.372 -0.453
O 6.142 -2.542 -0.260 0.661 -0.127 0.686
S 6.247 -1.180 0.631 -0.513 0.133 -1.858
O 5.006 -0.456 0.501 7.305 -8.754 -9.457
O 6.826 -1.516 1.905 -0.934 0.270 -1.042
O 7.374 -0.425 -0.268 -0.672 -0.299 0.477
H 8.760 -1.839 -0.803 -0.061 -0.001 -0.095
H 8.205 -0.791 -2.137 -0.151 0.118 0.257
H 7.131 -3.256 -1.945 -0.087 0.032 0.288
H 6.021 -1.881 -2.195 0.114 0.019 -0.031
C -0.797 -2.296 5.268 -0.522 -0.185 0.520
C -0.890 -0.949 5.974 -0.451 0.176 -0.585
O 0.391 -0.753 6.572 0.756 -0.788 -0.367
S 1.525 -1.452 5.636 0.010 -0.074 0.361
O 2.107 -0.435 4.799 -0.240 -1.075 0.667
O 2.309 -2.334 6.455 -0.600 1.170 -0.954
O 0.521 -2.348 4.721 0.558 0.818 0.239
H -0.904 -3.122 5.977 -0.034 0.081 -0.041
H -1.542 -2.399 4.476 0.297 0.061 -0.034
H -1.676 -0.929 6.732 0.325 -0.004 0.062
H -1.056 -0.138 5.257 -0.084 -0.086 0.027
```
Forces are in eV/Å.

Computed properties:
E_tot = -169164.326 eV
E_LUMO = -3.991 eV
total charge = +1

(3)
A cluster of 2 separate species, ClH3N2S in total in a non-equilibrium geometry, computed with wB97M-V/def2-TZVPD.

Structure (XYZ):
```
7
Properties=species:S:1:pos:R:3:forces:R:3
N -1.221 -0.100 1.186 1.176 0.803 2.318
N 1.978 -0.493 -0.456 0.139 2.220 1.048
S 1.113 0.684 -0.050 0.783 -0.265 -1.698
Cl -0.137 1.306 -1.819 0.307 -0.258 0.932
H -1.514 -0.622 0.431 -1.052 -1.622 -2.269
H 1.666 -1.416 -0.566 -0.600 -1.546 -0.458
H -1.885 0.643 1.274 -0.753 0.668 0.126
```
Forces are in eV/Å.

Computed properties:
energy above the lowest of the compared OMol25 structures with the same formula, charge and spin = 0.00 kcal/mol
E_tot = -26382.517 eV
E_LUMO (spin up / spin down) = -0.370 / -2.279 eV
multiplicity = 3

(4)
A cluster of 2 separate species, C5H9N in total, computed with wB97M-V/def2-TZVPD.

Structure (XYZ):
```
15
Properties=species:S:1:pos:R:3:forces:R:3
C -0.753 1.203 0.772 -0.013 0.074 -0.023
C -2.242 -0.430 -0.411 0.126 0.030 0.098
C -1.242 -0.174 0.427 -0.173 -0.036 -0.083
N 1.517 -1.371 -1.095 0.049 0.590 -0.125
C 2.301 -0.753 0.055 0.209 -0.061 0.379
C 1.706 -0.133 -1.106 -0.118 -0.485 -0.172
H -1.273 1.963 0.179 0.064 -0.104 0.107
H -0.913 1.427 1.834 0.026 -0.054 -0.158
H -2.562 -1.445 -0.627 0.079 0.130 0.053
H -2.779 0.371 -0.917 0.096 -0.085 0.088
H -0.731 -1.008 0.911 -0.094 0.114 -0.088
H 1.800 -0.718 1.024 0.088 0.005 -0.197
H 3.368 -0.969 0.085 -0.167 0.048 0.006
H 1.478 0.731 -1.719 0.005 -0.140 0.061
H 0.325 1.305 0.588 -0.177 -0.027 0.053
```
Forces are in eV/Å.

Computed properties:
energy above the lowest of the compared OMol25 structures with the same formula, charge and spin = 70.56 kcal/mol
E_tot = -6817.935 eV
E_LUMO = 1.121 eV
structure (SMILES) = C1=NC1.C=CC

(5)
A structure of composition C38H36CaClN2O7P2 in a non-equilibrium geometry, computed with wB97M-V/def2-TZVPD.

Structure (XYZ):
```
87
Properties=species:S:1:pos:R:3:forces:R:3
Ca -0.301 0.224 -2.294 -1.419 0.747 0.467
O -1.951 0.506 -4.036 0.025 -0.089 -0.675
C -1.273 0.593 -5.299 0.148 -0.251 0.254
C -0.260 -0.549 -5.439 -0.098 0.179 0.366
N 0.633 -0.596 -4.272 0.713 -0.482 -0.909
C 1.116 -1.949 -3.930 0.145 0.320 0.247
C 1.671 -1.963 -2.482 0.058 0.062 0.363
O 2.618 -2.691 -2.205 -0.304 0.152 -0.115
O 1.022 -1.182 -1.679 1.867 -2.101 0.171
C 1.760 0.354 -4.415 -0.318 0.308 0.201
C 1.347 1.818 -4.085 -0.012 0.200 -0.076
O 1.792 2.719 -4.794 -0.099 -0.241 0.208
O 0.566 1.931 -3.070 1.169 1.669 -1.359
H -2.208 -0.429 -3.903 -0.188 0.086 0.077
H -0.781 1.562 -5.330 -0.024 0.073 0.052
H -1.984 0.546 -6.124 -0.122 -0.018 -0.087
H 0.300 -0.435 -6.374 0.027 -0.011 -0.076
H -0.816 -1.485 -5.480 0.023 -0.097 0.005
H 1.884 -2.315 -4.613 0.080 -0.032 -0.114
H 0.277 -2.643 -3.926 -0.133 0.008 -0.150
H 2.188 0.332 -5.418 0.059 -0.099 -0.118
H 2.540 0.092 -3.695 -0.032 -0.079 -0.030
Cl -5.976 -3.851 1.315 0.061 0.052 -0.034
C -4.802 -2.835 0.501 -0.081 0.118 0.202
C -4.432 -1.607 1.077 0.034 -0.029 -0.004
C -3.512 -0.802 0.460 -0.007 0.083 0.017
C -2.903 -1.156 -0.787 0.201 0.156 -0.153
O -2.019 -0.405 -1.325 -1.914 -1.032 1.128
C -3.334 -2.395 -1.361 0.103 0.066 -0.068
C -2.867 -2.869 -2.647 0.039 0.167 -0.087
O -2.225 -2.258 -3.495 -0.077 -0.065 0.147
C -4.261 -3.216 -0.689 0.054 -0.094 -0.234
H -4.883 -1.302 2.016 0.046 -0.039 -0.068
H -3.226 0.150 0.895 -0.028 -0.072 -0.025
H -3.162 -3.911 -2.875 -0.035 -0.046 0.015
H -4.566 -4.151 -1.152 0.052 0.032 0.056
C -0.121 0.146 2.457 0.068 -0.002 -0.069
N 0.670 0.313 1.237 0.347 0.212 0.117
P 2.113 -0.662 0.988 -0.349 0.075 0.198
C 3.056 -0.497 2.606 0.034 0.125 -0.172
C 2.661 -0.927 3.876 -0.017 0.032 0.057
C 3.456 -0.692 4.992 0.029 0.017 -0.099
C 4.685 -0.052 4.857 -0.062 -0.053 -0.040
C 5.114 0.351 3.600 -0.073 -0.028 0.017
C 4.301 0.131 2.492 -0.088 0.051 -0.038
C 1.413 -2.342 1.287 -0.081 0.042 -0.118
C 2.228 -3.365 1.768 -0.023 -0.074 -0.007
C 1.719 -4.644 1.965 -0.041 0.126 -0.055
C 0.386 -4.918 1.678 0.089 0.007 0.017
C -0.421 -3.918 1.152 0.052 0.126 -0.030
C 0.093 -2.642 0.950 0.023 0.000 -0.058
P 0.559 1.735 0.251 -0.183 0.157 0.691
C 1.100 3.147 1.338 0.094 0.023 -0.060
C 0.672 4.446 1.040 0.057 -0.060 -0.023
C 1.058 5.523 1.824 0.004 -0.068 -0.031
C 1.884 5.327 2.926 0.004 -0.040 -0.015
C 2.342 4.051 3.213 -0.019 -0.029 -0.033
C 1.960 2.973 2.417 -0.071 0.145 -0.007
C -1.237 2.253 0.314 -0.024 0.097 -0.133
C -1.920 2.506 1.509 -0.008 -0.026 -0.085
C -3.243 2.916 1.508 -0.070 -0.009 0.014
C -3.908 3.118 0.304 0.017 0.022 0.004
C -3.225 2.954 -0.890 0.068 0.031 -0.087
C -1.896 2.539 -0.890 0.138 -0.129 0.455
H -0.006 -0.867 2.832 0.036 -0.058 0.020
H -1.178 0.282 2.242 -0.056 -0.028 -0.013
H 0.177 0.844 3.246 0.010 0.041 0.016
H 1.730 -1.467 4.003 0.020 0.033 -0.036
H 3.117 -1.013 5.970 0.021 -0.020 -0.037
H 5.311 0.115 5.728 -0.048 0.010 -0.048
H 6.076 0.836 3.483 -0.052 -0.020 -0.020
H 4.625 0.460 1.508 0.003 -0.024 0.073
H 3.273 -3.164 1.985 -0.077 -0.033 0.037
H 2.366 -5.429 2.337 0.002 0.008 0.022
H -0.018 -5.908 1.859 0.037 0.040 -0.058
H -1.452 -4.128 0.889 0.014 0.037 0.027
H -0.528 -1.866 0.513 0.012 -0.061 0.054
H 0.027 4.614 0.184 -0.009 0.009 0.056
H 0.707 6.520 1.580 0.010 -0.047 -0.011
H 2.170 6.166 3.550 0.002 -0.031 -0.031
H 2.996 3.882 4.062 -0.022 -0.003 -0.046
H 2.335 1.991 2.646 0.054 -0.245 0.099
H -1.412 2.398 2.457 0.031 0.031 0.006
H -3.757 3.082 2.449 0.044 0.001 -0.058
H -4.948 3.427 0.301 0.064 -0.013 -0.010
H -3.722 3.149 -1.832 0.031 -0.025 0.012
H -1.360 2.475 -1.830 -0.049 0.025 -0.063
```
Forces are in eV/Å.

Computed properties:
energy above the lowest of the compared OMol25 structures with the same formula, charge and spin = 29.32 kcal/mol
E_tot = -106849.183 eV
E_LUMO = 2.444 eV
total charge = -1